Record 1
Entry from the Open Molecules 2025 dataset: C4H9NO2 in the gas phase (ωB97M-V/def2-TZVPD).

Structure (ORCA input):
```
! wB97M-V def2-TZVPD RIJCOSX def2/J DEFGRID3
* xyz 0 1
C -1.158 -0.605 -1.257
N -0.895 0.577 -0.432
C 1.502 -0.215 -0.223
C 0.377 0.723 0.280
C 0.210 0.360 1.753
O -0.866 -0.396 2.023
O 1.045 0.599 2.581
H -0.748 -0.514 -2.265
H -2.234 -0.700 -1.368
H -0.730 -1.468 -0.769
H -1.094 1.446 -0.902
H 1.689 -0.110 -1.291
H 2.423 0.007 0.315
H 1.222 -1.238 0.021
H 0.742 1.748 0.249
H -1.483 -0.215 1.286
*
```

## Properties
- M (u) = 103.1
- HOMO-LUMO gap (eV) = 10.07
- relative energy (zero: lowest compared OMol25 entry of this formula, charge and spin) (eV) = 0.9626
- E_HOMO (eV) = -9.362
- LUMO level (eV) = 0.71

natural (NBO) analysis output, partial charges in e: number 1, C, carries -0.42; number 2, N, carries -0.67; number 3, C, carries -0.62; number 4, C, carries -0.16; number 5, C, carries 0.77; number 6, O, carries -0.68; number 7, O, carries -0.58; number 8, H, carries 0.18; number 9, H, carries 0.20; number 10, H, carries 0.21; number 11, H, carries 0.38; number 12, H, carries 0.21; number 13, H, carries 0.24; number 14, H, carries 0.21; number 15, H, carries 0.22; number 16, H, carries 0.50


Record 2
Entry from the Open Molecules 2025 dataset: C4H9NO2 in the gas phase in a non-equilibrium geometry (ωB97M-V/def2-TZVPD).

Structure (ORCA input):
```
! wB97M-V def2-TZVPD RIJCOSX def2/J DEFGRID3
* xyz 0 1
C 1.484 1.063 -0.020
N 1.026 -0.204 -0.635
C -0.200 -0.731 -0.084
C -1.391 0.168 -0.250
O -1.773 0.205 -1.625
C 0.161 -1.153 1.397
O -0.369 -0.731 2.386
H 2.471 1.457 -0.280
H 0.824 1.953 -0.233
H 1.440 0.992 1.089
H 0.871 0.144 -1.578
H -0.384 -1.794 -0.259
H -1.201 1.206 0.070
H -2.189 -0.202 0.426
H -1.935 -0.715 -1.896
H 1.163 -1.660 1.493
*
```

## Properties
- M (u) = 103.1
- HOMO-LUMO gap (eV) = 10.25
- relative energy (zero: lowest compared OMol25 entry of this formula, charge and spin) (eV) = 2.8241
- E_HOMO (eV) = -9.487
- LUMO level (eV) = 0.77

natural (NBO) analysis output, partial charges in e: number 1, C, carries -0.44; number 2, N, carries -0.62; number 3, C, carries -0.19; number 4, C, carries -0.09; number 5, O, carries -0.71; number 6, C, carries 0.44; number 7, O, carries -0.52; number 8, H, carries 0.21; number 9, H, carries 0.17; number 10, H, carries 0.20; number 11, H, carries 0.37; number 12, H, carries 0.21; number 13, H, carries 0.20; number 14, H, carries 0.18; number 15, H, carries 0.46; number 16, H, carries 0.13


Record 3
Entry from the Open Molecules 2025 dataset: C4H9NO2 in the gas phase in a non-equilibrium geometry (ωB97M-V/def2-TZVPD).

Structure (ORCA input):
```
! wB97M-V def2-TZVPD RIJCOSX def2/J DEFGRID3
* xyz 0 1
C -1.525 0.632 1.073
O -1.306 -0.524 0.304
C -0.853 -0.176 -0.976
C 0.619 -0.524 -1.159
N 1.254 -0.835 0.089
C 1.952 0.132 0.705
O 2.375 1.108 0.118
H -0.641 1.366 1.132
H -2.298 1.196 0.541
H -1.927 0.221 2.014
H -0.978 0.883 -1.249
H -1.458 -0.754 -1.658
H 1.131 0.326 -1.614
H 0.716 -1.396 -1.785
H 0.814 -1.498 0.703
H 2.126 -0.156 1.762
*
```

## Properties
- M (u) = 103.1
- HOMO-LUMO gap (eV) = 10.68
- relative energy (zero: lowest compared OMol25 entry of this formula, charge and spin) (eV) = 1.9392
- E_HOMO (eV) = -9.786
- LUMO level (eV) = 0.89

natural (NBO) analysis output, partial charges in e: number 1, C, carries -0.26; number 2, O, carries -0.55; number 3, C, carries -0.09; number 4, C, carries -0.27; number 5, N, carries -0.59; number 6, C, carries 0.52; number 7, O, carries -0.62; number 8, H, carries 0.18; number 9, H, carries 0.17; number 10, H, carries 0.20; number 11, H, carries 0.18; number 12, H, carries 0.19; number 13, H, carries 0.24; number 14, H, carries 0.20; number 15, H, carries 0.40; number 16, H, carries 0.11


Record 4
Entry from the Open Molecules 2025 dataset: 2 unconnected molecules or ions with the total composition C4H9NO2 in a non-equilibrium geometry (ωB97M-V/def2-TZVPD).

Structure (ORCA input):
```
! wB97M-V def2-TZVPD RIJCOSX def2/J DEFGRID3
* xyz 0 1
C -0.877 0.483 -0.087
C 0.102 1.483 -0.581
C 0.905 0.393 0.101
N -1.505 -0.406 -0.927
C 1.657 -0.540 -0.700
O -0.756 -1.086 1.916
O 2.620 -1.188 -0.344
H -0.801 -1.083 2.877
H -1.534 0.836 0.698
H -1.998 -1.154 -0.461
H -0.938 -0.731 -1.702
H 0.092 2.443 -0.081
H 0.180 1.540 -1.664
H 1.252 -0.683 -1.735
H 1.390 0.688 1.024
H 0.208 -0.995 1.667
*
```

## Properties
- M (u) = 103.1
- HOMO-LUMO gap (eV) = 9.17
- relative energy (zero: lowest compared OMol25 entry of this formula, charge and spin) (eV) = 3.1323
- E_HOMO (eV) = -8.402
- LUMO level (eV) = 0.77

natural (NBO) analysis output, partial charges in e: number 1, C, carries 0.11; number 2, C, carries -0.44; number 3, C, carries -0.45; number 4, N, carries -0.81; number 5, C, carries 0.40; number 6, O, carries -0.97; number 7, O, carries -0.55; number 8, H, carries 0.47; number 9, H, carries 0.23; number 10, H, carries 0.39; number 11, H, carries 0.37; number 12, H, carries 0.23; number 13, H, carries 0.21; number 14, H, carries 0.08; number 15, H, carries 0.23; number 16, H, carries 0.49


Record 5
Entry from the Open Molecules 2025 dataset: 2 unconnected molecules or ions with the total composition C4H9NO2 (ωB97M-V/def2-TZVPD).

Structure (ORCA input):
```
! wB97M-V def2-TZVPD RIJCOSX def2/J DEFGRID3
* xyz 0 1
C 1.430 0.138 1.697
C 0.712 1.402 1.247
N -0.153 1.121 0.109
C -1.209 0.529 0.254
O -2.219 -0.040 0.383
O -0.161 -0.267 -2.072
C -1.026 -1.374 -2.145
H 2.019 -0.289 0.878
H 2.101 0.364 2.530
H 0.713 -0.623 2.027
H 0.077 1.808 2.038
H 1.414 2.175 0.933
H 0.147 0.085 -1.223
H -1.396 -1.335 -3.172
H -0.541 -2.352 -1.998
H -1.908 -1.343 -1.487
*
```

## Properties
- M (u) = 103.1
- HOMO-LUMO gap (eV) = 10.51
- relative energy (zero: lowest compared OMol25 entry of this formula, charge and spin) (eV) = 2.0865
- E_HOMO (eV) = -9.825
- LUMO level (eV) = 0.68

natural (NBO) analysis output, partial charges in e: number 1, C, carries -0.62; number 2, C, carries -0.21; number 3, N, carries -0.60; number 4, C, carries 0.90; number 5, O, carries -0.49; number 6, O, carries -0.77; number 7, C, carries -0.26; number 8, H, carries 0.22; number 9, H, carries 0.22; number 10, H, carries 0.21; number 11, H, carries 0.19; number 12, H, carries 0.21; number 13, H, carries 0.48; number 14, H, carries 0.18; number 15, H, carries 0.16; number 16, H, carries 0.17


Record 6
Entry from the Open Molecules 2025 dataset: 2 unconnected molecules or ions with the total composition C4H9NO2 (ωB97M-V/def2-TZVPD).

Structure (ORCA input):
```
! wB97M-V def2-TZVPD RIJCOSX def2/J DEFGRID3
* xyz 0 1
N -1.576 -1.122 -0.977
C -1.577 -1.101 0.380
O -2.173 -1.894 1.077
C -0.738 0.068 0.993
C 0.686 -0.187 0.664
C 1.148 0.277 -0.648
O 0.233 1.019 -1.470
H -2.189 -1.782 -1.433
H -1.171 -0.348 -1.496
H -1.151 0.999 0.578
H -0.921 0.013 2.068
H 1.925 1.462 2.342
H 1.782 0.760 2.074
H 2.056 0.865 -0.460
H 1.485 -0.631 -1.169
H 0.677 1.235 -2.302
*
```

## Properties
- M (u) = 103.1
- HOMO-LUMO gap (eV) = 8.39
- relative energy (zero: lowest compared OMol25 entry of this formula, charge and spin) (eV) = 5.0827
- E_HOMO (eV) = -8.715
- LUMO level (eV) = -0.32

natural (NBO) analysis output, partial charges in e: number 1, N, carries -0.84; number 2, C, carries 0.71; number 3, O, carries -0.59; number 4, C, carries -0.68; number 5, C, carries 0.18; number 6, C, carries -0.30; number 7, O, carries -0.76; number 8, H, carries 0.41; number 9, H, carries 0.42; number 10, H, carries 0.23; number 11, H, carries 0.25; number 12, H, carries -0.01; number 13, H, carries 0.02; number 14, H, carries 0.24; number 15, H, carries 0.24; number 16, H, carries 0.48


Record 7
Entry from the Open Molecules 2025 dataset: C4H9NO2 in the gas phase in a non-equilibrium geometry (ωB97M-V/def2-TZVPD).

Structure (ORCA input):
```
! wB97M-V def2-TZVPD RIJCOSX def2/J DEFGRID3
* xyz 0 1
O -0.136 1.356 -2.391
C -0.264 0.803 -1.295
O -1.300 1.257 -0.514
C 0.263 -0.512 -0.906
C -0.328 -1.172 0.524
C 0.353 -0.390 1.668
N 1.344 -1.166 2.497
H -2.001 1.495 -1.138
H 0.063 -1.206 -1.819
H 1.340 -0.578 -0.729
H -1.462 -0.985 0.451
H -0.338 -2.270 0.647
H 0.785 0.516 1.242
H -0.444 -0.007 2.404
H 1.933 -1.639 1.879
H 2.051 -0.432 2.874
*
```

## Properties
- M (u) = 103.1
- HOMO-LUMO gap (eV) = 10.40
- relative energy (zero: lowest compared OMol25 entry of this formula, charge and spin) (eV) = 2.1347
- E_HOMO (eV) = -9.813
- LUMO level (eV) = 0.58

natural (NBO) analysis output, partial charges in e: number 1, O, carries -0.57; number 2, C, carries 0.77; number 3, O, carries -0.71; number 4, C, carries -0.53; number 5, C, carries -0.41; number 6, C, carries -0.23; number 7, N, carries -0.81; number 8, H, carries 0.50; number 9, H, carries 0.26; number 10, H, carries 0.24; number 11, H, carries 0.23; number 12, H, carries 0.23; number 13, H, carries 0.17; number 14, H, carries 0.20; number 15, H, carries 0.34; number 16, H, carries 0.35


Record 8
Entry from the Open Molecules 2025 dataset: 2 unconnected molecules or ions with the total composition C4H9NO2 in a non-equilibrium geometry (ωB97M-V/def2-TZVPD).

Structure (ORCA input):
```
! wB97M-V def2-TZVPD RIJCOSX def2/J DEFGRID3
* xyz 0 1
C 1.222 0.226 -0.070
C 2.744 0.371 -0.182
C -2.166 -1.158 0.493
C -2.440 -0.208 -0.369
N 0.374 1.017 0.441
O 0.800 -0.959 -0.522
O -2.085 1.054 -0.394
H 3.289 0.031 0.677
H 2.935 1.285 -0.541
H 3.185 -0.264 -0.879
H -1.470 -0.850 1.388
H -0.076 -1.184 -0.440
H -2.490 -2.114 0.509
H -3.071 -0.532 -1.125
H 0.663 1.932 0.765
H -1.414 1.355 0.248
*
```

## Properties
- M (u) = 103.1
- HOMO-LUMO gap (eV) = 9.75
- relative energy (zero: lowest compared OMol25 entry of this formula, charge and spin) (eV) = 2.7831
- E_HOMO (eV) = -8.859
- LUMO level (eV) = 0.89

natural (NBO) analysis output, partial charges in e: number 1, C, carries 0.62; number 2, C, carries -0.69; number 3, C, carries -0.59; number 4, C, carries 0.18; number 5, N, carries -0.79; number 6, O, carries -0.68; number 7, O, carries -0.69; number 8, H, carries 0.24; number 9, H, carries 0.22; number 10, H, carries 0.23; number 11, H, carries 0.19; number 12, H, carries 0.51; number 13, H, carries 0.21; number 14, H, carries 0.17; number 15, H, carries 0.36; number 16, H, carries 0.52


Record 9
Entry from the Open Molecules 2025 dataset: C4H9NO2 in the gas phase in a non-equilibrium geometry (ωB97M-V/def2-TZVPD).

Structure (ORCA input):
```
! wB97M-V def2-TZVPD RIJCOSX def2/J DEFGRID3
* xyz 0 1
C -0.068 -1.710 -0.290
C -0.363 -0.530 0.636
C 1.043 0.252 0.915
O 0.952 1.522 1.437
N -1.113 0.554 0.169
C -0.804 1.129 -1.066
O -0.475 2.373 -0.954
H -0.993 -2.238 -0.540
H 0.593 -2.410 0.229
H 0.423 -1.412 -1.223
H -0.771 -0.870 1.593
H 1.583 -0.381 1.628
H 1.552 0.225 -0.061
H 0.532 2.095 0.758
H -1.888 0.860 -1.432
H -0.202 0.539 -1.799
*
```

## Properties
- M (u) = 103.1
- HOMO-LUMO gap (spin up / spin down) (eV) = 7.10 / 8.97
- relative energy (zero: lowest compared OMol25 entry of this formula, charge and spin) (eV) = 5.9082
- E_HOMO (spin up / spin down) (eV) = -9.282 / -9.853
- LUMO level (spin up / spin down) (eV) = -2.18 / -0.88

natural (NBO) analysis output, partial charges in e: number 1, C, carries -0.64; number 2, C, carries -0.14; number 3, C, carries -0.02; number 4, O, carries -0.70; number 5, N, carries -0.21; number 6, C, carries -0.03; number 7, O, carries -0.45; number 8, H, carries 0.22; number 9, H, carries 0.23; number 10, H, carries 0.21; number 11, H, carries 0.20; number 12, H, carries 0.19; number 13, H, carries 0.15; number 14, H, carries 0.50; number 15, H, carries 0.28; number 16, H, carries 0.20


Record 10
Entry from the Open Molecules 2025 dataset: 2 unconnected molecules or ions with the total composition C4H9NO2 (ωB97M-V/def2-TZVPD).

Structure (ORCA input):
```
! wB97M-V def2-TZVPD RIJCOSX def2/J DEFGRID3
* xyz 0 1
C -0.196 -1.015 -1.347
C 0.093 -1.704 -0.043
C 1.376 -1.561 0.646
O 0.213 -0.892 1.130
N -1.186 1.996 -0.390
C -0.648 2.533 0.627
O 0.063 1.853 1.520
H -1.245 -0.713 -1.404
H 0.027 -1.692 -2.180
H 0.407 -0.109 -1.447
H -0.472 -2.618 0.145
H 1.741 -2.353 1.297
H 2.139 -0.913 0.214
H 0.061 0.898 1.272
H -1.679 2.698 -0.935
H -0.694 3.593 0.895
*
```

## Properties
- M (u) = 103.1
- HOMO-LUMO gap (eV) = 11.11
- relative energy (zero: lowest compared OMol25 entry of this formula, charge and spin) (eV) = 2.3239
- E_HOMO (eV) = -10.024
- LUMO level (eV) = 1.09

natural (NBO) analysis output, partial charges in e: number 1, C, carries -0.64; number 2, C, carries 0.07; number 3, C, carries -0.11; number 4, O, carries -0.53; number 5, N, carries -0.75; number 6, C, carries 0.42; number 7, O, carries -0.69; number 8, H, carries 0.24; number 9, H, carries 0.21; number 10, H, carries 0.23; number 11, H, carries 0.18; number 12, H, carries 0.19; number 13, H, carries 0.19; number 14, H, carries 0.51; number 15, H, carries 0.35; number 16, H, carries 0.14


- What is the relative energy (zero: lowest compared OMol25 entry of this formula, charge and spin) in the fourth record?
  3.1323 eV